33
Properties=species:S:1:pos:R:3:forces:R:3:mulliken_charge:R:1 method="wB97M-V/def2-TZVPD" e_above_lowest_kcal_mol=59.4 gap_ev="6.8 / 6.8" homo_ev="-12.45 / -12.45" charge=+1 multiplicity=1 mol_weight_g_mol=399.33 max_force_ha_per_bohr=0.03902 e_lumo_ev="-5.62 / -5.62"
O -2.4166 -0.6050 -3.1904 -0.07 -0.03 0.06 -0.56
N 0.2657 1.1411 -1.5773 -0.42 0.10 0.82 -0.64
C 0.3334 -3.4403 3.2451 0.00 0.08 0.01 -1.23
C 0.0163 1.4585 1.4711 0.56 -0.02 0.68 -0.36
C 2.8669 -4.1066 1.8697 0.02 0.03 -0.06 -1.12
H -1.8272 -3.3435 1.9367 0.01 -0.01 -0.01 0.44
H 1.1257 0.6335 -1.7475 0.07 0.10 -0.05 0.30
H -0.2645 0.6534 -3.5797 0.13 0.23 -0.02 0.32
H 3.3872 -4.1105 2.8276 -0.02 -0.01 0.03 0.33
H 0.4680 2.1020 -1.3402 0.14 0.10 -0.39 0.33
Pt -0.4828 0.1691 0.3178 -0.10 0.84 -1.82 1.38
H -0.4122 -2.9427 3.8661 -0.01 0.01 0.00 0.45
H 1.3139 -3.2084 3.6489 0.00 -0.01 -0.01 0.41
H 3.3377 -0.8945 0.9611 0.00 0.01 0.02 0.29
C -0.7311 0.9579 -2.6459 -0.15 -0.18 -0.06 -0.36
O -1.8183 -0.4843 -1.0372 -0.29 -1.05 0.07 -0.88
H -0.1548 2.5026 1.1983 0.37 0.05 -0.05 0.34
N 2.4990 -2.7483 1.4746 0.14 -0.05 0.07 0.11
H 1.9931 -4.7463 1.9277 0.00 0.00 -0.02 0.39
H 3.8277 -2.2319 -0.0911 0.00 -0.01 0.00 0.34
N 0.2083 -2.9447 1.8728 -0.09 0.06 0.14 0.19
H 4.4743 -2.1176 1.5563 0.00 0.01 0.01 0.37
C -1.1450 -2.6557 1.4430 0.06 0.03 -0.10 -1.09
C 3.5952 -1.9486 0.9376 -0.05 -0.06 -0.04 -1.00
H 0.1629 -4.5150 3.2984 0.01 -0.01 0.00 0.33
H -1.2922 1.8767 -2.8034 0.10 0.06 -0.01 0.29
H -1.2564 -2.7560 0.3670 0.01 0.01 -0.02 0.37
H 3.5368 -4.5186 1.1140 0.00 0.00 -0.01 0.40
O 1.0415 -1.4735 0.3265 -0.10 -0.34 0.63 -0.98
C -1.7485 -0.1365 -2.3157 0.06 0.05 0.28 0.52
H -1.4558 -1.6311 1.7350 -0.01 0.00 0.04 0.34
H 0.3592 1.2938 2.4960 -0.44 -0.02 0.17 0.32
C 1.2365 -2.3664 1.2123 0.07 0.02 -0.34 0.65

=====

30
Properties=species:S:1:pos:R:3:forces:R:3:mulliken_charge:R:1 method="wB97M-V/def2-TZVPD" smiles=C[C@H]1CCN(C)P(N2CC2)N1C e_above_lowest_kcal_mol=17.4 gap_ev=8.6 homo_ev=-7.60 multiplicity=1 mol_weight_g_mol=187.23 max_force_ha_per_bohr=0.08683 e_lumo_ev=0.96
H 1.2399 0.8348 -0.5882 0.70 -0.49 0.54 0.34
N -1.0145 -1.3113 -0.6972 -0.73 -1.76 1.81 0.24
H -1.8638 0.4457 -3.6401 0.90 1.01 0.18 0.17
H -0.3879 -0.0406 2.4516 -0.62 -0.21 0.34 0.26
H 2.3584 2.2622 1.1290 -0.40 -2.00 1.07 0.33
H -1.7565 1.0191 1.9482 -0.99 -0.25 0.53 0.37
C -0.6991 0.9243 2.0573 0.21 0.31 0.82 -0.82
H -1.6464 2.6289 -2.1804 1.54 -0.97 -1.23 0.22
C -0.8393 0.8361 -3.3495 -3.11 -1.45 -0.83 -0.40
N -0.5813 0.7453 -1.9573 1.61 0.24 0.23 0.22
H 0.3018 -2.8515 -0.2165 0.27 1.14 0.13 0.47
H -1.9248 -2.6197 0.8905 0.67 0.34 0.29 0.31
H 2.2278 0.8451 2.4692 -0.83 0.72 -0.98 0.31
C -0.7064 2.0502 -2.5653 -3.96 0.61 1.96 -0.46
H -1.8157 -3.2448 -0.7858 -0.16 0.60 0.64 0.37
N -0.1769 1.1901 0.7706 -1.36 -0.72 -3.17 -0.45
C 2.2217 1.1238 1.3761 1.71 1.28 -0.73 -1.55
H 2.1621 -1.2545 0.5732 -1.74 -0.05 1.01 0.25
H -0.3907 1.6463 2.8272 0.11 0.19 -0.25 0.28
C -1.9417 -2.3255 -0.1559 -1.68 -0.02 -1.91 -0.97
C 1.1123 0.5557 0.4757 -0.82 0.51 0.76 0.41
P -1.5432 0.2641 -0.6796 1.88 1.12 1.94 -0.25
H -0.1528 0.4817 -4.0733 1.19 -0.14 -0.24 0.22
H 3.1981 0.6599 1.0885 -0.60 0.33 -0.23 0.42
C 1.0481 -0.9483 0.7024 1.66 -1.25 0.31 -0.25
H 0.9161 -1.6239 -1.2824 0.96 0.19 -1.24 0.34
C 0.3626 -1.7408 -0.3957 -0.78 -0.34 0.37 -0.97
H -2.9813 -1.9563 -0.3452 0.66 -0.39 0.14 0.35
H 0.1448 2.5993 -2.4569 2.29 1.54 -0.39 0.21
H 0.5803 -1.1483 1.7475 1.40 -0.10 -1.87 0.03

=====

30
Properties=species:S:1:pos:R:3:forces:R:3:mulliken_charge:R:1 method="wB97M-V/def2-TZVPD" e_above_lowest_kcal_mol=0.0 gap_ev=7.5 homo_ev=-11.51 charge=+1 multiplicity=1 mol_weight_g_mol=176.24 max_force_ha_per_bohr=0.03057 e_lumo_ev=-4.03
H 0.0844 -2.6099 -1.2791 0.22 0.20 0.12 0.15
H -1.2785 -0.3706 -2.8606 0.06 0.04 -0.16 0.39
H -1.7369 3.8118 5.2136 0.01 0.01 0.00 0.30
C -0.5407 -2.2226 -2.0904 -0.29 -0.43 -0.03 0.71
N 0.7054 -0.0360 -2.2622 0.08 -0.08 0.28 -0.16
C 0.2498 1.9723 3.0139 0.11 0.13 0.07 -0.88
O 0.6023 0.0410 0.5556 0.90 -0.98 -0.84 -0.41
H 2.6074 0.2345 -1.4129 0.10 0.05 -0.02 0.47
C -0.6251 -0.7065 -2.0575 -0.40 0.02 -0.20 -1.13
C -0.2008 3.1021 3.9133 -0.02 0.01 0.02 0.70
H -1.5170 2.0502 5.2404 -0.06 -0.06 -0.06 0.32
H 1.8740 -1.5427 0.5880 0.06 0.06 0.07 0.43
C -1.5325 2.9360 4.6036 0.07 0.14 0.05 -1.08
H -0.8301 -2.6937 -4.1544 0.00 0.20 -0.18 0.37
H 1.2185 2.2192 2.5847 0.00 0.01 0.01 0.29
C 1.4037 -0.7143 0.0400 -0.87 0.81 0.67 0.01
H 0.2174 -3.8074 -3.3092 0.08 -0.09 -0.04 0.35
H 0.3340 1.0486 3.5885 -0.09 -0.05 -0.05 0.34
H -2.3270 2.8196 3.8645 -0.01 -0.10 0.01 0.31
H 0.9800 -0.1538 -3.2356 0.03 0.07 -0.13 0.39
H -2.3152 -2.2231 -1.2513 -0.18 -0.09 0.30 0.33
H 0.8582 -2.2337 -3.7591 0.11 -0.03 -0.18 0.39
C -0.0340 -2.7573 -3.4195 -0.11 -0.15 0.37 -1.40
O -1.8459 -2.7414 -1.9084 0.20 0.21 -0.32 -0.52
H 2.2685 -1.4226 -1.8491 -0.17 -0.23 0.02 0.33
H -0.4737 1.8223 2.2136 -0.08 -0.10 0.03 0.24
C 1.8349 -0.5344 -1.4038 0.09 0.24 0.00 -0.60
O 0.4773 4.0876 4.0640 0.05 0.06 -0.02 -0.53
H -1.0467 -0.3384 -1.1279 0.16 0.01 0.17 0.52
H 0.5884 0.9632 -2.1027 -0.05 0.12 0.05 0.39

=====

27
Properties=species:S:1:pos:R:3:forces:R:3:mulliken_charge:R:1 method="wB97M-V/def2-TZVPD" smiles=C[C@H](O)[C@@H](C)C(C)(C)C e_above_lowest_kcal_mol=13.8 gap_ev=10.1 homo_ev=-9.30 multiplicity=1 mol_weight_g_mol=130.23 max_force_ha_per_bohr=0.06452 e_lumo_ev=0.85
H -2.0471 -0.5762 1.3217 -0.05 0.01 -0.09 0.20
H 0.7943 -1.3382 2.1533 -0.11 0.00 -0.03 0.44
H -0.5956 1.0667 2.4122 0.06 -0.02 0.01 0.39
H 0.6660 -2.2070 -0.5849 -0.08 -0.10 -0.05 0.34
H -1.5635 -1.6177 2.6510 0.07 0.00 -0.01 0.40
C 1.4427 -1.4948 -0.3192 0.00 0.25 0.12 -1.62
C 1.1121 1.2770 -1.7341 -1.71 -0.39 0.91 -1.58
H -0.4956 -0.9977 -2.0833 0.03 -0.13 -0.03 0.40
H 2.0964 -1.9714 0.4096 0.05 -0.04 0.03 0.46
C 0.8611 -0.2136 0.2646 -1.50 -1.02 2.78 0.22
H -1.7744 -0.6637 -0.9038 -0.04 -0.15 0.08 0.31
H -1.6028 1.4354 0.5518 -0.06 -0.05 0.11 0.33
C -0.0047 0.5900 -0.6740 1.95 1.21 -2.27 2.04
H 2.0376 -1.2861 -1.2048 0.02 -0.09 -0.13 0.35
C -0.7290 1.7600 -0.0112 0.22 -0.04 -0.23 -2.26
H -0.0563 2.3152 0.6393 0.02 0.07 0.10 0.43
H 0.6018 1.6097 -2.6355 -0.22 0.11 -0.05 0.41
H -1.2663 -2.1308 0.9867 -0.06 -0.09 -0.11 0.34
H -1.0897 2.4446 -0.7782 -0.04 0.06 -0.05 0.52
H 1.5645 2.1528 -1.2747 0.01 0.03 0.21 0.42
H 1.9151 0.6302 -2.0747 -0.07 -0.36 0.27 0.32
C -1.2798 -1.2737 1.6548 0.22 0.16 -0.03 -1.31
C -0.9908 -0.2192 -1.5104 0.07 0.20 -0.04 -1.78
O 0.1177 0.4571 2.6286 -0.16 0.33 0.14 -0.58
H -1.4798 0.4435 -2.2239 -0.04 0.06 -0.06 0.48
C 0.0922 -0.6181 1.7183 1.48 0.00 -1.59 -0.04
H 1.6739 0.4260 0.6207 -0.03 -0.01 0.00 0.38

=====

32
Properties=species:S:1:pos:R:3:forces:R:3:mulliken_charge:R:1 method="wB97M-V/def2-TZVPD" smiles="CC(C)S(=O)(=O)CCS(=O)(=O)C(C)C" e_above_lowest_kcal_mol=2.6 gap_ev=11.1 homo_ev=-10.51 multiplicity=1 mol_weight_g_mol=242.36 max_force_ha_per_bohr=0.07769 e_lumo_ev=0.59
C -3.8423 -0.5295 1.0635 -0.10 0.55 -0.42 -1.37
H 1.0752 -1.8057 -0.3309 -0.04 0.10 0.01 0.48
H 0.3126 -1.9531 -1.9409 0.15 0.71 0.67 0.45
O -1.2638 -2.3485 2.1556 -0.77 1.76 -2.03 -0.70
O 1.0929 0.3533 -2.9214 0.52 -0.42 1.60 -0.71
C -2.5508 -0.0050 1.7210 -0.16 0.44 -0.56 0.32
H 2.9548 2.3747 -1.3147 0.24 -0.09 0.23 0.36
H -1.3116 1.8764 1.6852 -0.42 -0.61 0.05 0.35
C 3.6366 -0.3773 -1.4710 0.19 0.05 -0.29 -1.42
C 0.3592 -1.3365 -1.0078 -0.77 -0.77 -0.11 -0.94
C -1.0627 -1.2924 -0.3979 0.44 -0.03 0.61 -0.94
H -4.6750 0.1195 1.4012 0.43 -0.29 -0.36 0.41
S -1.1235 -1.0609 1.4206 2.70 -1.21 2.68 1.23
O 0.1044 -0.3621 1.8656 -1.56 -0.19 -1.26 -0.67
H 2.5206 2.2614 0.3863 -0.50 0.22 0.19 0.35
H 2.5348 -0.1457 0.3235 -0.62 -0.27 0.52 0.37
H -2.1816 1.5463 0.2145 -0.03 -0.16 -0.07 0.27
H 3.7407 0.0848 -2.4643 0.11 0.01 0.43 0.32
H 4.1238 1.8427 -0.0475 -0.21 -0.37 -0.44 0.42
O 0.0387 1.3187 -0.9263 1.06 -1.02 0.14 -0.63
H 4.6041 -0.3812 -0.9262 -0.56 -0.01 -0.44 0.43
H -3.0728 2.1032 1.6139 0.22 -0.42 0.00 0.44
C -2.2487 1.4389 1.2968 0.02 0.72 -0.13 -1.31
S 0.9599 0.3112 -1.4584 -0.64 1.14 -1.00 1.23
H -3.7964 -0.5236 -0.0478 0.03 0.38 0.67 0.29
C 3.0820 1.7823 -0.3976 -0.26 0.66 -0.08 -1.52
H 3.3265 -1.3942 -1.6498 0.04 -0.55 -0.02 0.38
H -2.6356 -0.0197 2.8047 0.06 -0.34 0.17 0.32
C 2.6123 0.3582 -0.6206 0.55 0.47 -0.80 0.44
H -4.1085 -1.5408 1.3151 0.14 -0.47 0.47 0.39
H -1.6198 -0.4621 -0.8131 -0.19 0.07 -0.17 0.42
H -1.5860 -2.2333 -0.5312 -0.07 -0.08 -0.28 0.53

=====

29
Properties=species:S:1:pos:R:3:forces:R:3:mulliken_charge:R:1 method="wB97M-V/def2-TZVPD" e_above_lowest_kcal_mol=90.7 gap_ev=9.1 homo_ev=-8.77 multiplicity=1 mol_weight_g_mol=186.40 max_force_ha_per_bohr=0.09808 e_lumo_ev=0.35
Si 0.7915 -0.6895 0.5532 -0.20 -3.20 1.73 0.14
H -4.0879 -0.9330 1.1128 -1.71 -1.80 0.22 0.49
H 3.0068 -0.5344 -2.1493 0.29 1.44 0.25 0.30
H 4.3200 -0.8393 -1.1743 -0.76 1.41 0.41 0.29
H 3.9187 0.1390 2.3355 0.35 0.55 -1.50 0.33
H -2.1060 0.0105 2.3166 0.87 -0.29 -2.15 0.21
C -2.5367 0.9954 -1.3846 0.38 -2.78 -0.88 -0.47
C 3.6368 0.0557 -1.4229 0.40 -2.11 0.63 -1.08
Si 2.5903 0.7454 0.1191 1.88 -1.16 -1.09 0.38
C -3.4159 -0.2107 -0.9528 0.57 -1.24 2.93 -0.89
H 0.4850 -2.0176 2.2282 0.63 2.13 -1.84 -0.15
H 2.0132 1.9565 -0.5079 -0.04 0.32 0.52 -0.12
C 3.7822 0.9924 1.6046 -1.24 -0.63 -0.09 -0.97
O 1.1486 -1.9201 -0.5150 3.56 3.54 0.46 -0.44
H 4.6743 1.4806 1.1787 -0.20 -0.24 0.81 0.27
C -0.9525 -0.2105 0.2898 -1.00 2.38 0.18 0.67
C -2.0596 -0.5397 1.2676 0.75 0.89 1.63 -0.71
H -1.8340 -1.4944 1.6815 -0.27 -1.41 -0.19 0.39
H -2.8526 1.9002 -0.8732 -0.29 0.35 -0.67 0.31
H 4.3420 0.8113 -1.8528 -1.03 -0.46 0.06 0.36
H -4.4594 -0.2726 -1.0575 -1.49 0.85 -1.33 0.41
H -3.0494 -1.1945 -1.3074 0.19 0.72 -0.24 0.33
H 3.1564 1.6239 2.2186 0.31 1.04 0.32 0.29
H -2.4680 0.9605 -2.5541 -0.15 0.87 2.25 0.26
H -0.2809 0.8138 -1.3848 -0.48 0.09 -0.04 0.20
C -3.4062 -0.3102 0.6498 1.76 0.72 -1.89 -0.93
H 0.5053 -2.5219 -0.6390 -3.40 -3.31 -0.64 0.29
C -1.1840 0.5729 -0.8004 1.04 -0.47 0.01 -0.53
H -3.6781 0.6305 1.0201 -0.73 1.79 0.14 0.37

=====

28
Properties=species:S:1:pos:R:3:forces:R:3:mulliken_charge:R:1 method="wB97M-V/def2-TZVPD" smiles=C1CSCSC1.CCCC e_above_lowest_kcal_mol=9.1 gap_ev=9.2 homo_ev=-8.49 multiplicity=1 mol_weight_g_mol=178.37 max_force_ha_per_bohr=0.01292 e_lumo_ev=0.74
H -0.8522 2.7347 -0.9360 -0.26 -0.31 0.36 0.38
H 0.1226 -0.9555 -2.7084 0.30 -0.38 0.01 0.21
H 2.8170 -1.2011 1.2115 -0.21 0.32 0.01 0.43
C 2.1693 -0.3554 0.9252 0.11 -0.01 0.07 -1.16
S -1.4392 -0.6898 1.6483 -0.26 0.15 0.02 -0.13
C 1.1056 -1.7234 -0.9331 -0.11 -0.15 0.08 -0.09
C 1.8341 -0.4332 -0.5638 0.12 0.11 -0.13 -0.03
S -1.5869 0.5064 -1.1479 -0.26 0.17 0.20 -0.06
H -0.3634 2.9068 1.4722 -0.05 -0.36 -0.15 0.40
C -1.2343 1.0507 2.1102 -0.02 0.12 0.44 -0.91
H -2.3519 2.4796 0.0031 0.39 -0.13 -0.12 0.45
H -3.3759 0.0543 0.4110 0.43 -0.21 -0.11 0.48
H 0.2456 -2.7420 -2.6588 0.20 0.35 0.00 0.33
H 1.6955 -1.7541 -3.0209 -0.35 -0.04 0.10 0.35
H 2.7673 -0.3687 -1.1557 -0.36 0.07 0.16 0.36
H -2.2280 1.4756 2.3499 0.39 -0.17 -0.05 0.49
H -0.6420 1.0316 3.0452 -0.30 0.04 -0.44 0.36
H 0.4502 1.4592 0.8100 -0.56 0.32 0.16 -0.20
H 1.2442 -0.4024 1.5240 0.48 -0.08 -0.17 0.11
C -0.5372 1.8983 1.0500 0.40 0.13 0.01 0.02
H 1.1977 0.4283 -0.8440 0.35 -0.37 -0.03 0.07
H 1.7419 -2.5848 -0.6530 -0.29 0.27 -0.02 0.40
H 2.6941 0.5855 1.1618 -0.12 -0.34 0.00 0.32
C -2.4150 -0.4309 0.1528 -0.54 -0.36 -0.13 -0.73
C -1.3577 2.0507 -0.2274 -0.10 0.41 -0.22 -0.91
H -2.6440 -1.4310 -0.2630 0.13 0.52 0.21 0.37
H 0.1723 -1.7878 -0.3412 0.47 -0.05 -0.19 -0.10
C 0.7703 -1.8011 -2.4221 0.03 -0.02 -0.08 -1.21

=====

36
Properties=species:S:1:pos:R:3:forces:R:3:mulliken_charge:R:1 method="wB97M-V/def2-TZVPD" gap_ev=7.3 homo_ev=-4.48 charge=-1 multiplicity=1 mol_weight_g_mol=323.20 max_force_ha_per_bohr=0.01466 e_lumo_ev=2.79
H -2.7605 2.4444 0.6974 0.02 -0.02 0.10 0.26
H 1.0656 -2.5996 1.2305 0.08 0.00 0.07 0.29
H 4.1259 1.0540 0.1771 0.13 0.04 0.01 0.33
H -0.5346 1.2133 -1.8991 -0.03 -0.01 -0.07 0.48
C 1.1421 -2.6134 0.1396 -0.38 -0.11 0.01 -0.79
C -0.0444 1.3408 -0.9295 -0.13 -0.07 0.31 -0.81
C -3.4870 0.5521 -0.0605 -0.10 0.07 0.69 0.10
H 0.0574 -1.9050 -1.5541 -0.14 -0.10 -0.10 0.25
H 1.6562 2.7858 0.6308 -0.12 0.09 -0.09 0.25
C -2.5415 -0.1953 0.8443 0.00 -0.12 -0.30 -0.28
H -0.3371 2.3323 -0.5817 0.04 0.11 -0.04 0.41
H 2.9847 3.2266 -0.4701 -0.11 0.17 0.01 0.39
H -0.9292 -2.6430 -0.2761 -0.10 -0.06 -0.21 0.36
H 2.9108 0.8454 1.4296 -0.05 -0.06 0.02 0.09
O 2.3505 -1.9910 -0.2833 0.24 -0.41 -0.16 -0.53
C -0.0931 -1.9624 -0.4756 0.08 0.39 0.64 -0.19
H 4.0014 2.2262 1.5122 0.06 0.04 0.00 0.37
Cl -5.2432 0.3866 0.5314 -0.02 -0.14 -0.15 -0.27
H 2.6356 -1.3757 0.3899 -0.09 0.36 0.10 0.29
C 3.4360 1.5870 0.8311 -0.13 -0.03 -0.01 -1.00
C -3.2043 2.0351 -0.2062 -0.19 0.07 -0.38 -1.07
H -3.5128 0.0273 -1.0115 0.05 0.10 -0.15 0.29
O 0.4847 -0.0229 1.8479 -0.27 -0.02 -0.17 -0.22
H 1.2010 -3.6672 -0.1539 0.17 -0.02 -0.10 0.36
H -4.1173 2.5819 -0.4294 -0.05 0.03 0.03 0.47
N 0.4654 1.2006 2.3663 -0.26 -0.04 -0.07 0.31
H 0.4338 -5.0695 -2.9844 0.04 -0.01 0.03 0.29
C 2.4493 2.4000 -0.0043 0.34 -0.32 0.10 -0.40
S 1.7358 1.4049 -1.3426 -0.09 0.03 -0.14 -0.14
Cl -2.7403 0.2924 2.5703 0.03 0.13 0.06 -0.21
O 0.7230 1.2297 3.5278 0.26 0.03 0.19 -0.53
H -2.8362 -1.2444 0.8152 0.00 -0.06 0.14 0.41
O 0.3547 -4.1122 -3.0088 -0.03 -0.11 -0.19 -0.61
H 1.2531 -3.7890 -3.1314 0.00 0.08 0.13 0.32
Al -0.5547 -0.1715 0.3067 0.57 -0.02 -0.39 -0.43
H -2.5307 2.1957 -1.0455 0.18 0.00 0.07 0.18

=====

Q: What is the multiplicity in the second record?
A: 1